# 1
Computed, not measured: 6 unconnected molecules or ions with the total composition C25H43N7O4S, with the ωB97M-V functional and the def2-TZVPD basis.

Structure (XYZ):
```
80
Properties=species:S:1:pos:R:3:forces:R:3
N -2.734 0.836 3.795 0.62 0.34 -0.04
C -1.651 0.348 2.885 -1.01 0.66 -1.29
C -2.304 -0.787 1.952 1.28 0.53 0.37
O -1.410 -0.976 0.809 -0.26 0.58 1.03
C -2.447 -2.191 2.710 1.36 0.05 -0.66
O -3.654 -2.329 3.510 -2.71 0.78 -1.56
C -4.807 -2.252 2.739 0.57 0.12 -2.02
O -4.896 -2.409 1.517 0.50 0.27 3.61
O -6.014 -1.910 3.463 2.06 -2.38 0.07
N -6.081 -0.528 3.596 -3.04 2.69 -3.90
C -6.731 -0.041 2.556 2.70 1.33 -0.05
S -7.018 0.862 1.191 0.24 -2.42 3.64
H -2.385 1.578 4.425 -0.14 -0.64 -0.47
H -3.413 1.306 3.181 0.25 -0.32 0.51
H -0.704 0.016 3.414 -1.34 0.21 -0.46
H -1.397 1.219 2.181 0.21 -1.37 0.72
H -3.270 -0.368 1.526 0.94 -0.76 0.69
H -0.546 -0.566 1.026 -0.82 -0.42 -0.14
H -2.323 -3.051 1.962 -0.75 1.74 1.55
H -1.569 -2.250 3.449 -1.53 -0.08 -0.96
C -2.349 4.969 0.395 -0.13 -0.05 -0.07
C -1.644 5.488 1.642 -0.37 -0.05 -0.13
C -0.121 5.413 1.536 -0.06 0.30 0.25
C 0.359 4.033 1.430 0.15 -0.06 -0.13
N 0.726 2.947 1.333 -0.09 0.18 0.04
H -2.135 3.910 0.225 0.03 0.04 0.01
H -3.431 5.075 0.502 0.07 -0.02 -0.03
H -2.037 5.530 -0.489 -0.02 -0.04 0.09
H -1.992 4.925 2.514 0.13 0.07 -0.01
H -1.934 6.531 1.800 0.16 -0.07 0.04
H 0.321 5.875 2.423 0.10 -0.16 -0.07
H 0.222 5.991 0.673 0.01 -0.18 -0.03
C 0.612 3.760 -4.021 0.00 -0.08 0.06
C -0.891 3.937 -3.836 0.30 -0.29 0.01
C -1.340 5.397 -3.935 -0.30 -0.26 -0.06
C -0.777 6.224 -2.865 0.18 0.33 0.08
N -0.324 6.871 -2.027 -0.17 -0.33 -0.25
H 1.175 4.275 -3.238 -0.03 0.03 -0.05
H 0.875 2.701 -3.976 0.04 0.10 -0.05
H 0.935 4.148 -4.990 0.03 -0.03 0.06
H -1.187 3.518 -2.869 -0.07 0.10 -0.07
H -1.409 3.359 -4.607 -0.07 0.14 0.09
H -2.432 5.437 -3.877 0.09 0.17 0.07
H -1.060 5.809 -4.909 0.07 0.09 0.15
C 4.457 3.585 -1.419 -0.04 0.05 -0.04
C 3.481 2.467 -1.074 0.08 0.39 0.11
C 3.843 1.131 -1.724 -0.23 -0.04 0.28
C 3.772 1.188 -3.187 0.13 -0.10 -0.17
N 3.724 1.241 -4.335 -0.05 0.03 0.29
H 4.463 3.795 -2.492 0.04 -0.04 0.04
H 4.173 4.505 -0.904 0.05 -0.06 -0.04
H 5.474 3.325 -1.114 -0.03 0.03 -0.04
H 2.470 2.767 -1.368 0.04 -0.15 0.06
H 3.470 2.336 0.012 -0.11 -0.12 -0.12
H 3.152 0.363 -1.365 0.06 -0.01 -0.17
H 4.846 0.824 -1.413 -0.02 0.03 -0.18
C -0.060 -6.791 -1.000 -0.30 0.05 0.02
C -1.553 -6.572 -0.790 0.28 -0.31 -0.12
C -1.962 -5.101 -0.892 -0.36 -0.21 -0.02
C -1.358 -4.283 0.163 0.28 0.14 -0.08
N -0.875 -3.643 0.989 0.61 -1.05 -0.77
H 0.529 -6.289 -0.233 -0.15 -0.05 -0.12
H 0.175 -7.856 -0.952 0.07 0.14 0.03
H 0.257 -6.417 -1.978 0.00 -0.01 0.03
H -1.844 -6.977 0.184 -0.06 0.11 -0.07
H -2.101 -7.140 -1.549 -0.11 0.15 0.09
H -3.051 -5.029 -0.816 0.09 0.19 0.07
H -1.687 -4.704 -1.873 0.08 0.09 0.15
C 3.810 -3.717 1.224 -0.04 -0.01 0.08
C 4.916 -4.765 1.150 -0.10 0.33 0.22
C 4.757 -5.721 -0.033 0.34 0.00 0.13
C 3.542 -6.533 0.069 -0.14 -0.07 -0.15
N 2.580 -7.159 0.149 0.69 0.04 0.17
H 2.831 -4.178 1.373 0.04 0.04 -0.06
H 3.988 -3.041 2.063 -0.04 -0.02 -0.08
H 3.774 -3.121 0.309 -0.03 -0.03 0.04
H 4.942 -5.327 2.088 0.04 -0.04 -0.14
H 5.878 -4.252 1.058 -0.02 -0.17 -0.05
H 5.625 -6.386 -0.071 -0.17 -0.07 -0.07
H 4.750 -5.158 -0.970 -0.15 -0.10 0.04
```
Forces are in eV/Å.

**Total energy**: -2060.6247 hartree
**Gap between HOMO and LUMO**: 8.24 eV
**E_LUMO**: -0.9629 eV
**HOMO energy**: -9.21 eV
**Relative energy (zero: lowest compared OMol25 entry of this formula, charge and spin)**: 293.1 kJ/mol
**Structure (SMILES)**: NC[C@@H](O)COC(=O)ON=C=S.CCCC#N.CCCC#N.CCCC#N.CCCC#N.CCCC#N

# 2
Computed, not measured: a molecular structure, AgI, with the ωB97M-V functional and the def2-TZVPD basis.

Structure (XYZ):
```
2
Properties=species:S:1:pos:R:3:forces:R:3
Ag 1.577 0.230 -1.670 -0.15 -0.02 0.16
I -1.577 -0.230 1.670 0.15 0.02 -0.16
```
Forces are in eV/Å.

**Total energy**: -444.3031 hartree
**Gap between HOMO and LUMO (spin up / spin down)**: 6.03 / 5.68 eV
**E_LUMO (spin up / spin down)**: -7.5994 / -7.5938 eV
**Spin multiplicity**: 2
**<S²>**: 0.753
**HOMO energy (spin up / spin down)**: -13.63 / -13.27 eV
**Relative energy (zero: lowest compared OMol25 entry of this formula, charge and spin)**: 97.6 kJ/mol
**Total charge**: +1

# 3
Computed, not measured: a molecular structure, C10H12, with the ωB97M-V functional and the def2-TZVPD basis.

Structure (XYZ):
```
22
Properties=species:S:1:pos:R:3:forces:R:3
C -1.537 -0.986 -1.485 1.28 1.17 0.89
C -1.743 1.362 -0.911 0.78 0.62 2.38
C -0.964 -1.235 -0.327 -1.16 -2.41 1.96
C -1.090 1.235 0.297 -1.75 -1.10 -4.28
C 1.192 0.984 2.152 0.89 0.14 0.86
C 1.169 -0.078 1.418 -4.87 -0.79 -5.41
C 0.363 0.382 -1.410 -1.65 0.22 0.64
C -1.169 0.403 -1.867 2.41 0.45 -1.83
C -0.237 0.040 -0.028 5.78 -0.32 4.87
C 1.862 -1.372 1.257 0.15 -0.27 5.41
H -2.167 -1.471 -2.088 -2.37 -2.42 -1.81
H -2.570 1.882 -1.321 -0.70 1.16 0.51
H -1.177 -2.177 0.371 0.80 2.36 -1.60
H -1.188 1.689 1.233 -0.38 0.55 0.99
H 1.969 0.917 2.846 1.30 0.44 1.59
H 0.630 1.902 2.196 -0.37 -0.20 -0.53
H 0.918 -0.421 -1.933 -0.08 0.61 0.50
H 0.779 1.401 -1.412 0.20 -0.58 -0.23
H -1.197 0.733 -2.897 -0.79 -0.32 -0.42
H 2.778 -1.367 1.947 -0.89 -0.18 -1.00
H 1.232 -2.246 1.657 0.66 1.33 -0.71
H 2.146 -1.580 0.304 0.75 -0.45 -2.80
```
Forces are in eV/Å.

**Total energy**: -388.0312 hartree
**Gap between HOMO and LUMO**: 9.40 eV
**E_LUMO**: 0.9622 eV
**HOMO energy**: -8.44 eV
**Relative energy (zero: lowest compared OMol25 entry of this formula, charge and spin)**: 459.0 kJ/mol

# 4
Computed, not measured: a molecular structure, C10H29N5O10PZn, with the ωB97M-V functional and the def2-TZVPD basis.

Structure (XYZ):
```
56
Properties=species:S:1:pos:R:3:forces:R:3
Zn -0.533 0.330 -0.170 -0.72 2.48 -1.32
P -1.516 3.377 -0.904 -0.95 1.58 -2.07
O -0.716 4.403 -1.729 1.30 -0.54 0.08
O -2.763 4.287 -0.722 0.09 -1.39 0.71
O -0.862 2.850 0.361 1.03 -0.87 3.01
O -1.780 2.065 -1.680 -0.47 -1.65 -0.34
C 2.161 -1.861 2.590 -1.57 1.00 -2.11
O 1.185 -1.523 1.931 -0.33 -0.85 0.53
N 3.009 -1.015 3.096 1.73 3.40 1.31
N 2.633 -3.066 2.832 -0.12 -4.66 -0.13
H 3.760 -1.406 3.646 -0.29 1.04 0.23
H 2.659 -0.069 3.153 0.66 0.15 0.21
H 3.625 -3.174 2.990 -0.40 -0.18 -0.09
H 2.164 -3.848 2.399 0.19 0.14 0.00
C 3.463 1.812 -1.063 -5.27 -0.83 -0.38
O 2.473 1.100 -1.011 -0.55 -1.14 0.20
N 4.609 1.427 -0.652 5.49 -2.52 2.12
N 3.404 3.024 -1.501 0.96 3.99 -1.54
H 4.597 0.578 -0.106 0.17 0.16 -0.23
H 5.413 2.032 -0.558 -0.34 -0.15 0.07
H 2.550 3.520 -1.714 -0.09 -0.31 0.01
H 4.305 3.477 -1.558 -0.66 0.64 -0.20
C -1.438 -2.344 -6.298 0.38 0.87 0.11
O -1.005 -2.011 -4.965 0.13 -1.91 -0.57
C -0.399 -3.138 -4.255 -0.85 1.66 0.89
C 0.000 -2.587 -2.873 0.25 -0.11 0.45
N -1.039 -1.981 -2.005 -0.67 -0.87 -1.14
C -1.828 -2.952 -1.246 -0.46 0.60 0.48
C -2.973 -2.243 -0.460 1.33 0.34 -0.11
O -2.463 -1.051 0.124 0.11 0.39 0.78
C -3.064 -0.567 1.368 0.50 -1.65 -1.07
H -0.677 -2.877 -6.867 0.22 -0.22 0.17
H -1.597 -1.404 -6.825 0.09 0.16 0.19
H -2.384 -2.876 -6.404 -0.09 -0.35 0.66
H 0.491 -3.535 -4.743 0.06 0.16 -0.32
H -1.099 -3.958 -4.088 -0.39 -0.10 -0.39
H 0.776 -1.832 -2.999 0.07 -0.05 -0.07
H 0.402 -3.424 -2.302 0.42 -0.07 -0.01
H -1.720 -1.647 -2.671 -0.07 1.16 -0.16
H -1.150 -3.505 -0.596 -0.10 0.11 0.35
H -2.377 -3.688 -1.833 0.13 -0.34 -0.51
H -3.323 -2.989 0.253 -0.22 0.20 0.43
H -3.793 -1.928 -1.106 -0.11 -0.30 -0.28
H -2.668 -1.233 2.135 0.03 0.27 0.45
H -4.138 -0.746 1.317 -0.12 0.64 0.02
H -2.728 0.462 1.493 -0.40 -0.02 0.00
C 0.192 3.029 4.959 -1.40 -0.56 -0.85
C -0.850 4.137 5.100 0.05 0.88 0.47
O -1.864 4.216 4.075 1.37 -0.55 1.27
O 0.952 3.101 3.773 0.97 0.50 0.37
H -0.344 2.081 4.917 -0.19 -0.32 0.37
H 0.861 2.998 5.819 0.10 0.25 -0.11
H -0.314 5.077 5.227 0.28 0.44 -0.78
H -1.319 4.116 6.084 -0.50 -0.77 -0.02
H -1.388 3.943 3.287 -0.43 0.18 -0.84
H 0.424 3.038 2.974 -0.32 -0.14 -0.31
```
Forces are in eV/Å.

**Total energy**: -3545.2089 hartree
**Gap between HOMO and LUMO**: 3.53 eV
**E_LUMO**: 1.6913 eV
**HOMO energy**: -1.84 eV
**Relative energy (zero: lowest compared OMol25 entry of this formula, charge and spin)**: 658.9 kJ/mol
**Total charge**: -1

# 5
Computed, not measured: 2 unconnected molecules or ions with the total composition C10H16, with the ωB97M-V functional and the def2-TZVPD basis.

Structure (XYZ):
```
26
Properties=species:S:1:pos:R:3:forces:R:3
C 2.572 -0.745 1.960 0.19 -0.39 0.95
C -0.568 -1.920 0.263 -0.71 -0.17 0.08
C -0.282 -1.715 -1.077 0.97 0.80 0.78
C 0.402 -1.811 1.257 -0.20 0.43 -0.35
C 1.673 -1.363 0.932 0.31 0.34 -0.14
C 1.050 -1.412 -1.387 -0.19 -0.81 -0.74
C 2.024 -1.251 -0.422 -0.31 -0.18 0.49
H -1.593 -2.097 0.579 0.10 -0.16 -0.10
H -1.039 -1.603 -1.837 -0.17 -0.48 -0.05
H 0.099 -1.938 2.288 0.11 0.04 0.08
H 1.316 -1.424 -2.434 0.17 0.43 -0.12
H 3.609 -0.664 1.649 0.01 0.23 -0.31
H 2.621 -1.240 2.934 -0.26 -0.47 -0.17
H 3.056 -1.031 -0.682 -0.21 0.13 -0.07
H 2.171 0.231 2.234 0.18 0.30 -0.33
C -2.120 1.563 -0.490 0.59 0.19 -0.49
C -1.213 2.015 0.670 -0.55 -0.76 -0.07
C -1.482 1.880 -1.856 -0.41 -0.24 0.46
H -2.247 0.482 -0.432 -0.06 -0.05 -0.02
H -3.122 1.987 -0.481 -0.04 0.19 0.39
H -0.178 2.033 0.335 0.07 0.35 -0.02
H -1.144 2.915 -1.939 -0.12 -0.03 0.05
H -0.621 1.228 -1.972 0.19 -0.02 -0.26
H -1.235 1.247 1.444 -0.09 0.18 0.26
H -1.532 2.962 1.103 0.25 0.10 -0.06
H -2.215 1.671 -2.635 0.20 0.04 -0.24
```
Forces are in eV/Å.

**Total energy**: -390.6169 hartree
**Gap between HOMO and LUMO**: 10.05 eV
**E_LUMO**: 1.0360 eV
**HOMO energy**: -9.01 eV
**Relative energy (zero: lowest compared OMol25 entry of this formula, charge and spin)**: 49.7 kJ/mol
**Structure (SMILES)**: Cc1ccccc1.CCC

# 6
Computed, not measured: a single C6H10O molecule, with the ωB97M-V functional and the def2-TZVPD basis.

Structure (XYZ):
```
17
Properties=species:S:1:pos:R:3:forces:R:3
O 1.837 -0.663 1.083 -3.20 2.27 3.14
C 1.309 -0.536 -0.204 0.26 0.30 -1.28
C 0.004 -1.297 -0.445 -0.03 -0.02 -0.04
C -1.168 -0.671 0.317 0.04 -0.01 0.01
C -1.343 0.800 -0.070 0.01 -0.06 0.40
C -0.026 1.538 -0.040 0.49 0.01 -1.09
C 1.158 0.955 -0.299 -1.11 0.49 -0.35
H 1.102 0.044 1.550 3.41 -3.02 -0.93
H 2.090 -0.903 -0.874 -0.10 -0.03 -0.19
H 0.146 -2.346 -0.157 -0.01 0.19 -0.02
H -0.209 -1.281 -1.524 0.04 0.01 0.16
H -0.976 -0.740 1.396 -0.05 -0.01 -0.09
H -2.093 -1.227 0.130 0.14 0.05 0.02
H -1.777 0.869 -1.078 0.14 0.05 0.11
H -2.058 1.294 0.601 0.09 -0.12 -0.10
H -0.064 2.623 0.007 -0.03 -0.04 0.11
H 2.067 1.542 -0.392 -0.08 -0.06 0.14
```
Forces are in eV/Å.

**Total energy**: -309.8130 hartree
**Gap between HOMO and LUMO**: 10.33 eV
**E_LUMO**: 0.9453 eV
**HOMO energy**: -9.39 eV
**Relative energy (zero: lowest compared OMol25 entry of this formula, charge and spin)**: 77.1 kJ/mol
**Structure (SMILES)**: O[C@@H]1C=CCCC1